Model a:
Formula: C57H122N6O7
Source: OMol25
Level of theory: ωB97M-V/def2-TZVPD

orbital gap: 8.539 eV
structure (SMILES): CC1(C)CCCC(C)(C)N1O.CC1(C)CCCC(C)(C)N1O.CC1(C)CCCC(C)(C)N1O.CC1(C)CCCC(C)(C)N1O.CC1(C)CCCC(C)(C)N1O.CC1(C)CCCC(C)(C)N1O.CC(C)O
E_HOMO: -0.2954 Eh

Positions of all 192 atoms, in Å:
C 1.782 2.283 -7.075
C 1.196 0.979 -6.526
C 1.845 -0.215 -7.200
C 3.291 -0.475 -6.817
C 3.320 -0.657 -5.300
C 2.724 0.526 -4.510
N 1.446 0.881 -5.100
O 0.694 1.829 -4.353
C 2.608 0.061 -3.052
C 3.740 1.712 -4.520
C -0.297 0.993 -6.866
H 2.871 2.259 -7.043
H 1.366 3.160 -6.586
H 1.611 2.369 -8.157
H 1.239 -1.086 -6.894
H 1.700 -0.199 -8.285
H 3.882 0.420 -7.012
H 3.650 -1.355 -7.343
H 4.383 -0.707 -5.033
H 2.851 -1.590 -4.976
H 2.116 0.805 -2.427
H 2.206 -0.949 -2.927
H 3.644 -0.066 -2.726
H 3.171 2.624 -4.336
H 4.509 1.610 -3.755
H 4.243 1.775 -5.482
H -0.780 1.948 -6.679
H -0.766 0.177 -6.309
H -0.376 0.780 -7.932
H 0.086 1.255 -3.874
C -0.092 -2.506 7.228
C 1.200 -2.488 6.446
C 0.901 -2.238 4.984
C 2.069 -1.673 4.212
C 2.665 -0.423 4.852
C 3.090 -0.668 6.309
N 1.942 -1.304 6.978
O 2.353 -1.557 8.321
C 4.417 -1.410 6.368
C 3.194 0.721 6.938
C 1.944 -3.801 6.653
H 0.044 -2.421 8.307
H -0.673 -3.404 7.007
H -0.701 -1.625 7.003
H 0.532 -3.112 4.440
H 0.047 -1.551 4.906
H 1.782 -1.432 3.184
H 2.882 -2.403 4.106
H 1.888 0.344 4.839
H 3.520 -0.129 4.246
H 5.128 -0.880 5.733
H 4.791 -1.473 7.388
H 4.300 -2.419 5.975
H 2.306 1.323 6.750
H 3.330 0.664 8.020
H 4.052 1.273 6.540
H 1.259 -4.638 6.501
H 2.312 -3.896 7.677
H 2.832 -3.917 6.030
H 1.649 -1.198 8.867
C 2.858 2.603 0.349
C 3.433 3.285 1.600
C 4.801 3.806 1.177
C 5.306 5.012 1.987
C 4.218 6.075 2.004
C 2.929 5.611 2.677
N 2.531 4.352 2.047
O 1.266 3.899 2.458
C 3.130 5.508 4.191
C 1.869 6.674 2.384
C 3.607 2.243 2.701
H 2.222 3.214 -0.297
H 2.216 1.735 0.552
H 3.620 2.193 -0.321
H 5.541 3.015 1.325
H 4.838 4.126 0.136
H 6.165 5.397 1.432
H 5.610 4.802 3.012
H 4.072 6.589 1.052
H 4.647 6.888 2.611
H 2.214 5.229 4.725
H 3.843 4.711 4.424
H 3.497 6.418 4.663
H 1.778 6.972 1.336
H 0.885 6.290 2.664
H 2.013 7.627 2.900
H 4.180 1.351 2.404
H 2.712 1.805 3.135
H 4.269 2.644 3.480
H 1.307 3.825 3.424
C -1.405 -4.261 -7.070
C -1.482 -4.158 -5.541
C -0.028 -4.091 -5.024
C 0.192 -3.362 -3.696
C -0.451 -2.002 -3.798
C -1.949 -2.102 -4.038
N -2.053 -2.784 -5.324
O -3.408 -2.743 -5.785
C -2.643 -2.839 -2.875
C -2.509 -0.681 -4.067
C -2.341 -5.265 -4.921
H -2.405 -4.054 -7.476
H -1.147 -5.255 -7.430
H -0.856 -3.408 -7.467
H 0.297 -5.121 -4.844
H 0.599 -3.612 -5.774
H 1.272 -3.271 -3.517
H -0.107 -3.954 -2.822
H -0.003 -1.523 -4.679
H -0.219 -1.275 -3.012
H -2.223 -2.567 -1.904
H -3.725 -2.794 -2.994
H -2.406 -3.900 -2.937
H -1.953 -0.039 -4.748
H -3.545 -0.728 -4.415
H -2.581 -0.385 -3.023
H -1.972 -5.587 -3.953
H -2.398 -6.080 -5.646
H -3.367 -4.909 -4.838
H -3.375 -2.059 -6.460
C -1.944 5.938 1.332
C -2.132 6.287 -0.144
C -0.773 6.200 -0.841
C -0.362 4.735 -0.908
C -1.375 3.926 -1.700
C -2.801 4.062 -1.157
N -3.111 5.473 -0.867
O -4.389 5.580 -0.266
C -3.732 3.695 -2.336
C -3.168 3.088 -0.019
C -2.581 7.760 -0.237
H -1.603 4.914 1.478
H -2.875 6.008 1.899
H -1.208 6.578 1.820
H -0.724 6.650 -1.834
H -0.047 6.701 -0.198
H -0.184 4.348 0.101
H 0.661 4.656 -1.300
H -1.006 2.901 -1.765
H -1.371 4.331 -2.718
H -3.585 4.434 -3.124
H -3.593 2.669 -2.679
H -4.782 3.784 -2.042
H -2.455 3.111 0.807
H -4.154 3.414 0.310
H -3.254 2.056 -0.359
H -1.758 8.411 0.060
H -3.468 7.980 0.356
H -2.776 7.992 -1.289
H -4.784 6.332 -0.719
C -1.236 -5.249 0.947
C -2.377 -5.653 1.862
C -1.933 -5.316 3.285
C -3.086 -5.412 4.267
C -4.191 -4.457 3.846
C -4.730 -4.715 2.435
N -3.553 -4.845 1.562
O -3.904 -4.924 0.194
C -5.633 -5.922 2.411
C -5.467 -3.466 1.962
C -2.654 -7.146 1.684
H -1.395 -5.613 -0.072
H -0.245 -5.530 1.295
H -1.253 -4.157 0.852
H -1.120 -6.002 3.551
H -1.483 -4.321 3.355
H -2.811 -5.303 5.319
H -3.451 -6.448 4.239
H -3.877 -3.413 3.919
H -5.019 -4.584 4.553
H -5.299 -6.770 3.011
H -6.574 -5.675 2.936
H -5.992 -6.251 1.437
H -5.900 -3.607 0.975
H -6.243 -3.182 2.675
H -4.731 -2.661 1.935
H -3.304 -7.599 2.429
H -1.708 -7.698 1.658
H -3.100 -7.320 0.702
H -3.537 -4.122 -0.192
C -0.588 0.103 -0.499
C -0.156 -0.825 0.639
C -1.300 -1.121 1.586
O 0.344 -2.045 0.116
H -1.144 0.944 -0.085
H -1.271 -0.399 -1.188
H 0.331 0.409 -1.003
H 0.576 -0.201 1.177
H -2.054 -1.754 1.109
H -1.798 -0.201 1.885
H -0.905 -1.690 2.426
H 0.794 -1.870 -0.717

Model b:
Formula: C57H122N6O7
Source: OMol25
Level of theory: ωB97M-V/def2-TZVPD

orbital gap: 7.744 eV
E_HOMO: -0.2675 Eh

Positions of all 192 atoms, in Å:
C 3.487 1.309 0.630
C 3.668 1.529 2.143
C 5.054 0.991 2.564
C 6.267 1.994 2.278
C 5.991 3.320 2.918
C 4.616 3.930 2.447
N 3.492 2.977 2.577
O 2.277 3.569 2.309
C 4.298 5.068 3.374
C 4.863 4.524 0.987
C 2.626 0.575 2.883
H 4.254 1.842 0.068
H 2.572 1.812 0.317
H 3.495 0.284 0.257
H 5.077 0.480 3.526
H 5.263 0.160 1.890
H 6.547 2.096 1.229
H 7.168 1.603 2.752
H 6.738 3.928 2.408
H 6.364 3.277 3.942
H 4.178 4.608 4.355
H 5.102 5.800 3.450
H 3.310 5.503 3.223
H 3.978 4.328 0.382
H 4.933 5.604 1.123
H 5.639 4.147 0.320
H 1.657 1.071 2.830
H 2.830 0.301 3.918
H 2.453 -0.281 2.231
H 1.908 3.809 3.163
C -2.153 4.519 1.599
C -2.942 3.256 1.285
C -4.306 3.439 1.941
C -5.418 2.448 1.417
C -5.560 2.411 -0.138
C -4.176 2.248 -0.877
N -3.164 3.154 -0.197
O -1.948 3.156 -0.897
C -3.747 0.779 -0.867
C -4.546 2.701 -2.285
C -2.281 1.984 1.890
H -2.140 4.655 2.681
H -2.528 5.380 1.047
H -1.121 4.643 1.273
H -4.240 3.100 2.975
H -4.717 4.446 2.014
H -6.409 2.716 1.784
H -5.130 1.496 1.863
H -6.146 3.283 -0.429
H -6.191 1.572 -0.429
H -2.701 0.496 -0.979
H -3.925 0.196 0.037
H -4.091 0.299 -1.783
H -5.160 2.022 -2.877
H -5.106 3.631 -2.385
H -3.728 2.676 -3.005
H -1.438 1.587 1.323
H -3.028 1.191 1.838
H -1.960 2.026 2.931
H -2.168 3.771 -1.600
C 0.171 3.643 0.210
C 1.325 4.228 -0.562
C 2.467 3.052 -0.828
C 2.273 2.328 -2.238
C 1.989 3.357 -3.310
C 0.855 4.332 -3.057
N 1.063 5.025 -1.841
O 0.336 6.126 -1.629
C 0.916 5.309 -4.203
C -0.492 3.647 -3.065
C 2.144 5.248 0.392
H -0.405 4.461 0.642
H 0.675 3.219 1.078
H -0.349 2.804 -0.253
H 3.466 3.490 -0.830
H 2.571 2.266 -0.080
H 1.521 1.555 -2.083
H 3.149 1.762 -2.553
H 1.867 2.843 -4.263
H 2.935 3.898 -3.311
H 0.298 6.201 -4.094
H 1.959 5.590 -4.346
H 0.566 4.963 -5.176
H -0.668 2.754 -2.465
H -1.182 4.348 -2.595
H -0.799 3.492 -4.100
H 1.512 6.109 0.610
H 3.002 5.623 -0.165
H 2.437 4.684 1.277
H 0.957 6.831 -1.827
C -0.225 -3.554 3.778
C -0.742 -4.910 3.135
C 0.188 -5.313 1.884
C 1.396 -6.116 2.114
C 1.032 -7.272 3.029
C 0.329 -6.844 4.359
N -0.822 -5.960 4.101
O -1.744 -5.756 5.252
C -0.272 -8.232 4.855
C 1.275 -6.275 5.381
C -2.131 -4.728 2.472
H -0.584 -3.378 4.792
H -0.428 -2.647 3.208
H 0.844 -3.631 3.976
H -0.315 -5.793 1.045
H 0.586 -4.405 1.431
H 2.143 -5.519 2.637
H 1.787 -6.548 1.193
H 1.996 -7.722 3.266
H 0.450 -7.956 2.411
H -0.956 -8.143 5.699
H -0.975 -8.528 4.077
H 0.375 -9.088 5.050
H 1.768 -6.948 6.082
H 2.022 -5.593 4.974
H 0.699 -5.619 6.033
H -2.051 -4.228 1.506
H -2.912 -4.273 3.081
H -2.593 -5.686 2.235
H -2.524 -6.147 4.851
C -0.982 -0.154 -5.396
C -1.070 -0.911 -4.060
C -1.312 0.126 -2.887
C -2.766 0.595 -2.743
C -3.791 -0.558 -2.761
C -3.623 -1.474 -3.984
N -2.187 -1.882 -4.079
O -2.037 -2.897 -5.026
C -4.488 -2.764 -3.690
C -4.291 -0.861 -5.197
C 0.290 -1.549 -3.627
H -1.807 0.546 -5.531
H -1.041 -0.843 -6.238
H -0.060 0.355 -5.676
H -1.008 -0.215 -1.897
H -0.779 1.050 -3.115
H -2.991 1.290 -3.552
H -2.996 1.069 -1.789
H -4.792 -0.177 -2.556
H -3.517 -1.142 -1.882
H -5.014 -3.084 -4.590
H -4.104 -3.746 -3.417
H -5.244 -2.605 -2.921
H -3.971 -1.242 -6.166
H -5.369 -1.020 -5.194
H -3.977 0.181 -5.271
H 0.686 -2.136 -4.456
H 0.296 -2.373 -2.914
H 1.010 -0.746 -3.466
H -1.977 -3.662 -4.450
C -0.236 -2.966 1.081
C -1.074 -2.038 0.253
C -1.915 -1.116 1.143
C -1.058 -0.072 1.827
C -0.395 0.805 0.830
C 0.480 0.006 -0.195
N -0.251 -1.182 -0.703
O 0.457 -1.978 -1.667
C 0.724 1.024 -1.392
C 1.819 -0.259 0.387
C -2.025 -2.857 -0.565
H 0.233 -3.565 0.301
H -0.845 -3.514 1.800
H 0.597 -2.600 1.680
H -2.544 -0.435 0.569
H -2.530 -1.647 1.870
H -0.260 -0.560 2.387
H -1.578 0.546 2.559
H 0.158 1.345 1.598
H -1.045 1.417 0.205
H 1.502 0.730 -2.097
H -0.178 1.292 -1.943
H 1.164 1.905 -0.925
H 2.543 -0.498 -0.391
H 2.198 0.503 1.068
H 1.719 -1.224 0.885
H -1.481 -3.590 -1.161
H -2.526 -2.185 -1.262
H -2.746 -3.309 0.116
H -0.204 -1.991 -2.363
C 3.796 -3.476 -1.691
C 2.492 -4.320 -1.746
C 1.593 -4.283 -0.384
O 1.627 -3.846 -2.832
H 3.937 -2.913 -2.614
H 4.604 -4.206 -1.637
H 3.855 -2.711 -0.917
H 2.814 -5.353 -1.875
H 0.536 -4.271 -0.647
H 1.771 -3.474 0.325
H 1.696 -5.148 0.272
H 1.382 -2.977 -2.505

Need the numbers? Relative energies in hartree: model a 0.0000; model b 1.8055.

Model a:
Formula: C17H18N2O2
Source: OMol25
Level of theory: ωB97M-V/def2-TZVPD

orbital gap: 8.568 eV
structure (SMILES): COc1ccccc1/C=C/C(=O)NCCc1ccccn1
E_HOMO: -0.3069 Eh

Positions of all 39 atoms, in Å:
C -5.012 -1.655 1.771
H -5.886 -1.817 1.131
O -3.893 -1.245 1.025
C -3.958 -0.091 0.313
C -5.067 0.747 0.290
C -5.050 1.913 -0.456
C -3.929 2.259 -1.189
C -2.823 1.432 -1.172
C -2.806 0.252 -0.431
C -1.667 -0.644 -0.415
C -0.433 -0.396 -0.868
C 0.611 -1.435 -0.789
O 0.419 -2.561 -0.370
N 1.825 -1.036 -1.264
H 1.978 -0.061 -1.466
C 2.991 -1.879 -1.164
H 2.648 -2.911 -1.268
H 3.677 -1.632 -1.977
C 3.711 -1.726 0.190
C 4.142 -0.306 0.397
N 5.332 0.032 -0.085
C 5.739 1.282 0.042
C 4.984 2.274 0.649
C 3.738 1.928 1.149
C 3.308 0.619 1.022
H 2.345 0.310 1.403
H 3.113 2.667 1.630
H 5.360 3.282 0.730
H 6.719 1.494 -0.366
H 3.028 -2.035 0.982
H 4.587 -2.374 0.188
H -0.148 0.554 -1.297
H -1.842 -1.618 0.023
H -1.956 1.695 -1.759
H -3.921 3.166 -1.774
H -5.922 2.549 -0.462
H -5.954 0.499 0.852
H -5.262 -0.932 2.554
H -4.725 -2.599 2.232

Model b:
Formula: C17H18N2O2
Source: OMol25
Level of theory: ωB97M-V/def2-TZVPD

orbital gap: 9.397 eV
structure (SMILES): CC(=O)c1c(O)nc(C)c2c1CC[C@H](c1ccncc1)C2
E_HOMO: -0.3251 Eh

Positions of all 39 atoms, in Å:
O 2.457 3.517 1.009
N -5.244 -2.474 0.816
N 3.371 -0.594 -0.431
O 4.715 1.074 -0.527
C 2.654 2.977 -0.039
C -4.518 -1.897 1.760
C -4.762 -2.332 -0.446
C 3.452 0.721 -0.385
C 2.174 -1.165 -0.149
C -3.294 -1.201 1.538
C -3.601 -1.632 -0.777
C 2.386 1.571 -0.153
C 1.073 1.015 0.021
C 1.013 -0.408 0.039
C -2.819 -1.035 0.201
C 3.081 3.796 -1.243
C 2.189 -2.660 -0.202
C -0.169 1.825 0.133
C -0.299 -1.205 0.189
C -1.368 0.975 0.672
C -1.521 -0.357 -0.080
H 5.190 0.206 -0.476
H -4.831 -1.970 2.779
H -5.360 -2.665 -1.293
H -2.703 -0.836 2.378
H -3.279 -1.522 -1.835
H 2.737 4.816 -1.176
H 2.631 3.352 -2.164
H 4.139 3.745 -1.293
H 1.700 -3.036 -1.101
H 3.218 -3.018 -0.167
H 1.697 -3.045 0.664
H -0.441 2.219 -0.848
H -0.029 2.707 0.803
H -0.327 -2.011 -0.558
H -0.332 -1.657 1.180
H -1.214 0.714 1.728
H -2.288 1.568 0.566
H -1.479 -0.078 -1.131

Need the numbers? Relative energies in hartree: model a 0.0072; model b 0.0000.

Model a:
Formula: C2H3F2NO
Source: OMol25
Level of theory: ωB97M-V/def2-TZVPD

orbital gap (alpha / beta): 10.525 / 8.000 eV
E_HOMO (alpha / beta): -0.3659 / -0.2996 Eh

Positions of all 9 atoms, in Å:
C 0.412 0.163 1.399
C 0.167 -0.754 0.238
N -0.177 0.741 -1.699
O 1.420 -0.451 0.654
F -0.347 -0.304 -2.589
F -1.398 1.034 -1.378
H 0.240 1.258 1.041
H 0.162 -0.207 2.434
H -0.480 -1.481 -0.100

Model b:
Formula: C2H3F2NO
Source: OMol25
Level of theory: ωB97M-V/def2-TZVPD

orbital gap: 11.314 eV
structure (SMILES): NC(F)(F)C=O
E_HOMO: -0.3987 Eh

Positions of all 9 atoms, in Å:
C 0.184 0.909 0.878
C 0.375 -0.160 -0.214
N -0.734 -0.962 -0.382
O -0.888 1.288 1.233
F 0.759 0.551 -1.367
F 1.483 -0.900 0.059
H 1.139 1.300 1.263
H -1.607 -0.466 -0.274
H -0.710 -1.559 -1.196

Need the numbers? Relative energies in hartree: model a 0.3129; model b 0.0000.